Entry 1:
Entry from OMol25: a 2-piece molecular cluster, C9H19NO2P overall at a distorted geometry (ωB97M-V/def2-TZVPD).

Output
ΔE to the lowest compared entry with this formula, charge and spin: 436.52 kJ/mol
net charge: +1
E: -900.499599 a.u.

Last column: natural (NBO) charge in e.
Positions of all 32 atoms, in Å:
C1 -0.6711 -0.8367 -3.9450  -0.35
C2 -1.2058 -0.4609 -2.7923  -0.23
C3 -1.4913 1.4074 -0.9533  -0.46
C4 -0.5932 0.4783 -1.8208  -0.30
C5 -0.6855 0.2965 -0.3299  -0.13
C6 -0.4418 2.5829 2.7411  -0.63
C7 2.5748 -1.3395 -0.8122  -0.63
C8 -0.3367 1.2378 3.5286  -0.03
C9 2.5770 -1.9625 0.6496  -0.05
N1 -1.4336 -0.9793 0.1156  -0.70
O1 0.0475 0.1096 2.6673  -0.86
O2 1.5106 -1.4276 1.4391  -0.84
P1 1.1834 0.1560 1.5430  1.51
H1 -1.2110 -1.6092 -4.6135  0.23
H2 0.3394 -0.3974 -4.2845  0.22
H3 -2.1679 -0.6578 -2.4033  0.17
H4 -1.1451 2.3630 -0.7360  0.24
H5 -2.5841 1.3608 -1.1193  0.22
H6 0.2443 0.9588 -2.0214  0.22
H7 -0.9139 2.3605 1.8845  0.21
H8 -0.9610 3.1596 3.4518  0.24
H9 0.5889 2.8562 2.6699  0.22
H10 3.4707 -1.8108 -1.1806  0.24
H11 1.6807 -1.4725 -1.3274  0.21
H12 2.5347 -0.3088 -0.7597  0.21
H13 -1.4112 0.8560 3.9083  0.19
H14 0.2494 1.2887 4.3529  0.19
H15 3.6642 -1.6490 1.1040  0.20
H16 2.4482 -2.9637 0.5258  0.20
H17 -1.7680 -0.7728 0.9855  0.43
H18 -0.7901 -1.7719 0.0158  0.44
H19 -2.2841 -1.1895 -0.4440  0.42

Atomic forces in eV per Å
0.32 -0.83 -1.38
1.11 1.30 0.58
-0.73 -2.38 -0.34
-3.11 -0.74 1.65
0.84 -1.08 1.02
2.27 -2.59 4.09
0.75 -1.99 2.97
-5.02 -0.95 -2.39
2.74 5.03 -1.15
0.22 0.46 -4.17
0.67 -0.43 -0.10
-1.12 0.57 0.65
-1.05 -0.03 -1.07
1.08 1.58 1.05
-1.76 -0.97 0.56
-1.30 -1.15 -0.52
0.55 1.60 0.12
0.65 -0.24 0.26
3.95 1.80 -1.59
-1.74 -0.08 -3.19
-0.72 1.45 0.26
0.44 0.95 -0.64
0.11 0.43 -1.15
-1.49 -1.47 -1.19
1.18 2.42 0.21
2.36 1.08 -0.82
2.15 0.02 2.31
-2.80 -1.09 -0.72
-0.30 -2.86 0.43
-0.60 0.00 3.49
-0.27 0.15 0.66
0.63 0.06 0.10


Entry 2:
Entry from OMol25: one molecule with the formula C7H10BrIN2 at a distorted geometry (ωB97M-V/def2-TZVPD).

Output
SMILES: Cc1c(I)c(Br)nn1C(C)C
E: -3253.880431 a.u.

Last column: natural (NBO) charge in e.
Positions of all 21 atoms, in Å:
C1 -0.5118 2.2983 -0.8787  -0.36
C2 -1.0031 1.0268 -0.4849  0.17
C3 0.8337 2.1567 -0.6184  0.05
C4 -2.4382 0.4995 -0.5592  -0.65
C5 1.0522 -2.0151 -0.4322  -0.64
C6 1.1884 -1.0533 1.8617  -0.65
C7 0.3314 -1.2938 0.6208  0.06
N1 1.1623 0.9835 -0.1400  -0.32
N2 0.0778 0.2189 -0.0153  -0.18
Br1 2.2496 3.3808 -0.9023  0.07
I1 -1.5621 3.8206 -1.6933  0.22
H1 -2.8946 0.4980 0.3920  0.22
H2 -2.9981 1.1551 -1.2302  0.23
H3 -2.5497 -0.4332 -0.9922  0.22
H4 0.5088 -1.9024 -1.3863  0.23
H5 1.9793 -1.6141 -0.5624  0.23
H6 1.3083 -2.9932 0.0512  0.22
H7 0.5496 -1.1919 2.6903  0.21
H8 1.5140 -0.0842 1.5820  0.27
H9 1.8824 -1.8313 1.8405  0.21
H10 -0.6802 -1.6259 0.8569  0.21

Atomic forces in eV per Å
-0.78 -2.69 0.81
-0.34 -1.79 0.34
1.67 0.03 0.09
1.35 2.47 -0.49
-1.79 -1.85 0.18
-2.11 -0.40 -1.84
-1.23 3.34 -0.37
1.19 -0.56 0.46
-1.78 1.91 -0.83
-0.43 -0.04 -0.01
-0.23 0.44 -0.17
-0.61 0.06 1.15
-0.04 0.19 0.28
0.27 -2.14 -0.73
0.26 -1.10 0.34
2.61 1.60 -0.42
-0.78 0.07 -1.26
-0.33 0.56 1.33
1.29 0.86 1.16
1.70 -0.81 0.31
0.10 -0.15 -0.34


Entry 3:
Entry from OMol25: a 2-piece molecular cluster, CHN4O2 overall at a distorted geometry (ωB97M-V/def2-TZVPD).

Output
ΔE to the lowest compared entry with this formula, charge and spin: 598.22 kJ/mol
net charge: -1
E: -408.047925 a.u.

Last column: natural (NBO) charge in e.
Positions of all 8 atoms, in Å:
C1 -0.0670 -0.1072 0.2838  0.82
N1 1.7693 -1.6237 0.4307  0.18
N2 0.9577 -2.4345 0.4217  -0.07
N3 1.0657 0.3822 0.2309  -0.42
N4 2.1782 -0.4766 0.4681  -0.17
O1 -2.3169 2.2975 -0.5952  -1.35
O2 -1.1956 -0.3338 0.3736  -0.36
H1 -2.3916 2.2961 -1.6136  0.38

Atomic forces in eV per Å
-1.77 1.41 0.28
-2.49 -1.31 0.29
1.50 -0.69 -0.09
0.60 0.19 -0.10
1.49 1.02 -0.20
-0.03 -0.13 -2.27
0.53 -0.51 -0.22
0.17 0.01 2.32


Entry 4:
Entry from OMol25: one molecule with the formula CH2F2N2O at a distorted geometry (ωB97M-V/def2-TZVPD).

Output
ΔE to the lowest compared entry with this formula, charge and spin: 200.70 kJ/mol
SMILES: NC(=O)N(F)F
E: -423.644187 a.u.

Last column: natural (NBO) charge in e.
Positions of all 8 atoms, in Å:
C1 -1.0389 -0.1247 0.9231  0.76
N1 0.2381 0.3217 0.8378  -0.83
N2 -2.1134 1.1729 0.4833  0.20
O1 -1.6418 -1.0477 1.3450  -0.51
F1 -2.1715 1.1984 -0.9237  -0.26
F2 -3.3313 0.7464 0.9451  -0.21
H1 0.3146 1.0722 0.0414  0.43
H2 0.9707 -0.3875 0.8155  0.42

Atomic forces in eV per Å
-2.91 1.53 -0.42
-0.35 1.47 -2.57
2.16 -0.10 1.04
1.39 -0.38 0.10
-0.32 -0.64 0.41
0.36 -0.23 -0.88
0.03 -1.85 2.24
-0.36 0.21 0.08